{
  "formula": "C5H11OPS",
  "method": "wB97M-V/def2-TZVPD",
  "relative_energy_kcal_mol": 71.34,
  "smiles": "C[C@H](CC=O)[C@@H](P)S",
  "e_tot_ha": -1011.81027,
  "homo_lumo_gap_ev": 9.37,
  "species": ["C", "C", "C", "C", "O", "C", "P", "S", "H", "H", "H", "H", "H", "H", "H", "H", "H", "H", "H"],
  "positions_angstrom": [[1.499, 0.042, 0.205], [0.122, -0.260, -0.339], [-0.542, 0.967, -1.053], [-0.029, 0.971, -2.516], [0.630, 1.892, -2.968], [-0.784, -0.743, 0.780], [0.032, -1.987, 2.001], [-1.324, 0.720, 1.665], [2.162, 0.148, -0.683], [1.760, 1.021, 0.727], [1.858, -0.757, 0.881], [0.210, -1.004, -1.074], [-0.365, 1.919, -0.642], [-1.579, 0.674, -1.019], [-0.439, 0.128, -3.089], [-1.725, -1.108, 0.222], [-1.309, -2.619, 2.157], [-0.112, -1.268, 3.086], [-0.066, 1.264, 1.659]],
  "atomic_forces_ev_per_a": [[2.1, 1.1, -0.5], [0.2, 2.2, 1.4], [1.2, -2.2, -1.9], [-0.5, 2.0, 1.2], [-0.6, -1.6, 0.2], [-1.2, -0.3, -0.6], [-2.0, -2.3, -3.0], [0.1, 0.7, 0.9], [0.0, -0.5, 0.6], [-1.2, -1.0, -0.4], [0.1, 0.3, -0.6], [0.2, -1.4, -0.9], [0.2, 0.9, 0.7], [-0.7, 0.5, -0.5], [0.5, -0.2, -0.6], [1.3, 0.0, 1.4], [1.4, 0.3, 0.2], [-0.3, 1.6, 2.2], [-0.8, -0.1, 0.3]],
  "lowdin_charge": [-0.1271, -0.5139, -0.1735, -0.2319, 0.0467, -0.8978, 0.8089, 0.7114, 0.0931, 0.0984, 0.0250, 0.1103, 0.0852, 0.0891, 0.1207, 0.0983, -0.0632, -0.1815, -0.0984]
}

---

{
  "formula": "C5H15N3S",
  "method": "wB97M-V/def2-TZVPD",
  "relative_energy_kcal_mol": 0.00,
  "e_tot_ha": -761.79362,
  "homo_lumo_gap_ev": 9.03,
  "species": ["C", "C", "C", "C", "C", "N", "N", "N", "S", "H", "H", "H", "H", "H", "H", "H", "H", "H", "H", "H", "H", "H", "H", "H"],
  "positions_angstrom": [[0.867, 0.542, 1.381], [-2.665, -1.522, 0.304], [1.334, -3.113, -0.185], [0.913, 4.496, -0.840], [-0.044, 0.448, 0.203], [-1.771, -1.302, -0.823], [0.421, -2.114, 0.319], [1.502, 3.402, -1.091], [-0.040, -1.172, -0.718], [0.592, -0.169, 2.211], [1.908, 0.337, 1.028], [0.568, 1.520, 1.810], [-2.227, -1.352, 1.286], [-2.910, -2.633, 0.392], [-3.686, -0.982, 0.416], [2.286, -3.293, 0.367], [1.596, -3.007, -1.191], [0.736, -4.075, -0.019], [-2.089, -1.477, -1.751], [-0.157, 4.392, -0.521], [1.230, 5.411, -1.200], [0.284, 1.276, -0.463], [-1.093, 0.716, 0.493], [2.444, 3.672, -1.406]],
  "atomic_forces_ev_per_a": [[-0.4, -1.0, 1.2], [-1.5, -1.7, 0.8], [-1.2, -3.0, 2.5], [-2.8, -2.7, -0.3], [-1.3, 1.0, -0.8], [0.4, 1.1, 0.3], [2.5, -1.7, 2.4], [1.1, 0.7, 0.6], [-3.1, 3.4, -1.1], [0.5, 0.3, -1.0], [-0.6, 0.8, 0.9], [1.3, -0.1, -0.2], [0.7, 0.3, -0.3], [0.1, 1.2, -0.3], [1.7, -0.4, -1.1], [-0.7, 0.7, 0.1], [0.3, 0.1, -1.9], [1.2, 0.6, -0.7], [-0.3, -0.3, -0.3], [0.9, 0.4, 0.1], [1.0, 2.2, -0.1], [-0.3, -0.8, -0.2], [0.7, -0.5, -0.3], [-0.2, -0.6, -0.3]],
  "lowdin_charge": [-0.1812, -0.1964, -0.2562, -0.1252, -0.4179, -0.3290, -0.4352, 0.0254, 0.9424, 0.0767, 0.0858, 0.0778, 0.0552, 0.0818, 0.0942, 0.0695, 0.0154, 0.0819, 0.0510, 0.0749, 0.0331, 0.0470, 0.0821, 0.0469]
}

---

{
  "formula": "C12H24HgN4OSTa",
  "method": "wB97M-V/def2-TZVPD",
  "total_charge": 2,
  "e_tot_ha": -1373.84353,
  "spin_multiplicity": 2,
  "s2": 0.81,
  "homo_lumo_gap_ev": [4.84, 4.71],
  "species": ["N", "C", "O", "Hg", "Ta", "N", "N", "C", "C", "C", "C", "C", "C", "C", "C", "H", "H", "H", "H", "H", "H", "H", "H", "H", "H", "H", "H", "H", "H", "H", "H", "H", "H", "C", "H", "H", "H", "C", "H", "H", "H", "S", "C", "N"],
  "positions_angstrom": [[0.269, -1.449, 1.563], [1.874, -1.989, 4.060], [2.025, -2.945, 4.669], [0.069, -3.547, 2.217], [-1.017, -0.426, 0.768], [-1.204, -1.097, -1.098], [-0.023, 1.290, 0.643], [-0.233, -1.340, -2.168], [1.285, 1.735, 1.123], [-0.821, -2.236, -3.257], [0.221, -0.018, -2.791], [0.989, -2.051, -1.599], [1.293, 1.719, 2.646], [1.608, 3.144, 0.625], [2.371, 0.788, 0.618], [-1.184, -3.172, -2.816], [-0.035, -2.499, -3.977], [-1.626, -1.746, -3.810], [-0.603, 0.474, -3.318], [1.035, -0.214, -3.503], [0.584, 0.691, -2.035], [1.520, -1.454, -0.843], [1.686, -2.293, -2.422], [0.670, -2.987, -1.122], [0.523, 2.399, 3.021], [2.273, 2.064, 2.997], [1.104, 0.713, 3.037], [0.938, 3.878, 1.082], [1.531, 3.192, -0.466], [2.635, 3.400, 0.911], [3.349, 1.179, 0.930], [2.365, 0.754, -0.480], [2.258, -0.229, 1.016], [-2.601, -0.893, -1.485], [-3.269, -0.908, -0.615], [-2.756, 0.063, -2.010], [-2.928, -1.701, -2.158], [-1.073, 2.298, 0.453], [-2.093, 1.859, 0.461], [-1.059, 3.041, 1.266], [-0.960, 2.823, -0.511], [-4.748, -1.009, 3.730], [-3.575, -0.746, 2.712], [-2.665, -0.551, 1.935]],
  "atomic_forces_ev_per_a": [[-0.2, -2.8, 0.3], [0.6, -1.6, 1.5], [-0.3, 1.7, -1.2], [0.2, 2.2, -0.6], [-0.5, -0.1, 2.4], [-0.1, 1.0, -1.0], [-1.2, -0.3, -0.2], [0.5, -0.9, -0.5], [1.2, 0.2, -0.2], [-0.1, -0.2, -0.2], [-0.2, 0.8, 0.0], [0.4, -0.2, 0.3], [-0.3, 0.1, 0.4], [-0.2, 0.1, 0.0], [0.2, -0.2, -0.3], [0.0, 0.1, -0.2], [-0.2, 0.2, 0.2], [0.1, -0.1, 0.0], [0.1, -0.1, -0.1], [-0.3, 0.0, 0.2], [0.0, -0.3, -0.1], [-0.1, -0.1, -0.3], [-0.3, 0.1, 0.5], [0.2, 0.1, -0.1], [0.1, 0.0, 0.2], [-0.3, -0.1, 0.0], [0.1, 0.1, -0.1], [0.2, 0.1, -0.2], [0.0, 0.1, 0.1], [-0.3, -0.1, -0.1], [-0.3, -0.2, -0.1], [0.1, 0.0, 0.2], [0.0, 0.3, -0.1], [-0.4, -0.3, -0.4], [0.1, 0.0, 0.0], [0.2, -0.2, 0.0], [0.0, 0.3, 0.3], [0.0, 0.7, 0.1], [0.2, -0.1, 0.0], [-0.1, -0.2, -0.3], [0.1, -0.2, 0.3], [1.1, 0.2, -1.0], [-0.9, -0.2, 0.8], [0.6, 0.1, -0.7]],
  "mulliken_spin": [0.0746, 0.0000, -0.0007, -0.0145, -0.2345, 0.5875, 0.4240, -0.0317, -0.0454, 0.0216, 0.0711, 0.0090, 0.0629, 0.0147, 0.0163, -0.0053, 0.0002, 0.0002, -0.0002, 0.0029, -0.0040, 0.0054, -0.0027, 0.0003, -0.0002, -0.0016, -0.0031, 0.0006, -0.0001, -0.0002, -0.0003, -0.0047, 0.0017, -0.0287, 0.0052, 0.0410, 0.0142, -0.0145, 0.0049, 0.0099, 0.0232, 0.0055, -0.0039, -0.0002]
}

---

{
  "formula": "C3H6N2O",
  "method": "wB97M-V/def2-TZVPD",
  "relative_energy_kcal_mol": 65.58,
  "smiles": "[H]/N=C\\OC(=C)N",
  "e_tot_ha": -302.58859,
  "homo_lumo_gap_ev": 8.91,
  "species": ["H", "N", "C", "O", "C", "C", "N", "H", "H", "H", "H", "H"],
  "positions_angstrom": [[2.830, -0.234, 0.846], [2.629, 0.428, 0.103], [1.482, 0.402, -0.378], [0.570, -0.853, -0.301], [-0.624, -0.372, 0.035], [-0.678, 0.927, 0.484], [-1.675, -1.101, -0.431], [1.189, 1.001, -1.230], [-0.054, 1.255, 1.298], [-1.595, 1.489, 0.381], [-2.591, -0.902, -0.067], [-1.482, -2.040, -0.740]],
  "atomic_forces_ev_per_a": [[-0.1, -0.3, -0.1], [-0.5, 0.5, 0.6], [0.3, -2.8, -1.3], [1.9, 1.5, 0.8], [-0.5, 2.0, -0.7], [-1.2, -0.6, 0.6], [0.1, -0.2, 0.0], [-0.4, 0.0, 0.3], [0.6, 0.1, -0.3], [-0.3, -0.2, 0.2], [0.2, -0.1, 0.1], [-0.1, 0.1, -0.1]],
  "lowdin_charge": [0.0655, 0.1289, -0.2297, -0.0062, -0.5341, -0.0071, 0.1462, 0.1249, 0.0556, 0.0467, 0.1039, 0.1054]
}

---

{
  "formula": "C16H8Cl2N4O3",
  "method": "wB97M-V/def2-TZVPD",
  "smiles": "N#CC1=C(C#N)C(=O)C(Cl)=C(Cl)C1=O.COc1ccc2[nH]cnc2c1",
  "e_tot_ha": -1979.58198,
  "homo_lumo_gap_ev": 5.11,
  "species": ["N", "C", "C", "C", "C", "N", "C", "O", "C", "Cl", "C", "Cl", "C", "O", "C", "O", "C", "C", "C", "C", "N", "C", "N", "C", "C", "H", "H", "H", "H", "H", "H", "H", "H"],
  "positions_angstrom": [[-2.668, -2.435, 3.130], [-1.660, -1.838, 3.119], [-0.438, -1.110, 3.104], [-0.435, 0.255, 3.101], [-1.651, 0.985, 3.137], [-2.659, 1.576, 3.184], [0.813, 1.042, 3.149], [0.783, 2.268, 3.206], [2.081, 0.249, 3.129], [3.527, 1.151, 3.135], [2.078, -1.119, 3.117], [3.518, -2.030, 3.120], [0.806, -1.905, 3.114], [0.771, -3.133, 3.124], [2.854, -0.862, -2.591], [1.822, -0.622, -3.568], [0.641, -0.128, -3.111], [-0.373, 0.109, -4.089], [-1.616, 0.623, -3.711], [-1.830, 0.886, -2.359], [-2.912, 1.397, -1.651], [-2.577, 1.449, -0.317], [-1.343, 0.995, -0.125], [-0.838, 0.645, -1.368], [0.404, 0.147, -1.738], [3.691, -1.255, -3.164], [3.139, 0.070, -2.089], [2.523, -1.594, -1.846], [-0.138, -0.123, -5.128], [-2.405, 0.815, -4.442], [-3.798, 1.684, -2.053], [-3.262, 1.818, 0.439], [1.149, -0.010, -0.955]],
  "atomic_forces_ev_per_a": [[2.3, 1.4, 0.0], [-2.6, -1.6, -0.1], [-0.3, 1.4, 0.0], [-0.2, -1.5, 0.1], [-2.6, 1.6, 0.0], [2.2, -1.3, -0.1], [0.4, 1.9, -0.1], [0.2, -2.2, -0.1], [0.1, -1.0, 0.0], [-0.2, 0.0, 0.0], [0.1, 1.0, 0.0], [-0.1, 0.0, 0.0], [0.4, -1.8, 0.0], [0.2, 2.2, 0.0], [-0.6, 0.1, -0.5], [0.4, -0.1, 0.4], [-0.8, 0.4, 1.1], [0.1, 0.1, 0.7], [0.3, -0.1, -0.2], [0.4, 0.0, 0.7], [-0.4, 0.2, 0.1], [1.5, -0.8, -1.2], [-0.7, 0.4, 0.6], [-1.4, 0.4, -0.7], [0.6, -0.4, -0.8], [0.0, 0.0, 0.1], [0.0, -0.1, -0.1], [0.1, 0.1, -0.1], [-0.1, 0.1, 0.3], [0.4, -0.1, 0.1], [0.4, -0.1, 0.2], [0.2, -0.1, -0.1], [-0.2, 0.0, -0.4]],
  "lowdin_charge": [0.2193, -0.1331, -0.0719, -0.0788, -0.1471, 0.2232, -0.3393, 0.1289, -0.5923, 0.7779, -0.5949, 0.7759, -0.3401, 0.1245, -0.0699, -0.0972, -0.2700, -0.0047, -0.0180, -0.2059, 0.0937, -0.1440, 0.1014, -0.2438, 0.0377, 0.0902, 0.0932, 0.0917, 0.1149, 0.1114, 0.1560, 0.1097, 0.1013]
}

---

{
  "formula": "C4H9NO",
  "method": "wB97M-V/def2-TZVPD",
  "relative_energy_kcal_mol": 81.98,
  "e_tot_ha": -287.70180,
  "homo_lumo_gap_ev": [7.85, 7.85],
  "species": ["C", "C", "O", "C", "C", "N", "H", "H", "H", "H", "H", "H", "H", "H", "H"],
  "positions_angstrom": [[-1.715, 0.280, -0.488], [-0.638, 0.182, 0.584], [-1.321, -0.211, 1.777], [0.436, -0.824, 0.319], [1.871, 0.537, -0.908], [1.666, -0.509, -0.099], [-2.503, 0.977, -0.185], [-1.281, 0.620, -1.433], [-2.165, -0.707, -0.646], [-0.168, 1.177, 0.713], [-0.642, -0.346, 2.452], [0.188, -1.876, 0.374], [2.777, 1.112, -0.992], [1.075, 0.752, -1.594], [2.420, -1.163, 0.126]],
  "atomic_forces_ev_per_a": [[0.0, 0.0, -0.1], [0.1, 0.0, -0.4], [0.1, 0.0, 0.2], [0.0, -0.2, 0.0], [-0.1, 0.3, -0.2], [-0.1, -0.1, -0.4], [0.1, -0.1, 0.0], [-0.1, 0.0, 0.1], [0.0, 0.1, 0.0], [0.0, -0.3, -0.1], [-0.2, 0.0, -0.1], [0.1, 0.0, 0.5], [0.3, -0.4, 0.3], [-0.3, 0.3, 0.2], [-0.1, 0.3, 0.0]],
  "lowdin_charge": [-0.0531, -0.4619, -0.0574, -0.1121, -0.0368, -0.0969, 0.0798, 0.0703, 0.0837, 0.1355, 0.0875, 0.1160, 0.0448, 0.0458, 0.1547]
}